35
Properties=species:S:1:pos:R:3:forces:R:3 method="wB97M-V/def2-TZVPD" e_homo_ev=-8.940 orbital_gap_ev=9.474 max_force_ev_per_a=1.62 mol_weight_g_mol=266.3 lumo_energy_ha=0.0196 de_lowest_kj_mol=217.05 smiles="C=CC[C@]1(OCC)COS(=O)(=O)O1.CC(C)=O"
C 2.462 0.435 -0.696 -0.2599 -0.0509 0.0239
C 1.227 0.117 -0.258 0.2984 -0.2831 -0.4686
C 0.013 0.256 -1.141 0.2324 -1.0211 -0.3661
C -1.050 1.124 -0.453 0.0114 -1.0415 0.4993
O -0.606 2.154 0.343 0.0926 0.1917 -0.4633
C 0.224 3.151 -0.270 0.1448 0.5173 -0.0198
C -0.535 4.150 -1.141 -0.2251 -0.4809 -0.1512
C -1.961 0.270 0.441 -0.1702 0.2477 -0.3859
O -3.166 1.055 0.525 0.0075 -0.0358 0.1668
S -3.453 1.735 -0.878 0.0495 -0.0254 -0.1115
O -3.745 3.102 -0.642 0.0164 0.0823 -0.0406
O -4.322 0.950 -1.679 -0.0916 -0.1075 0.0742
O -1.981 1.534 -1.483 0.0518 0.4387 0.1289
H 2.788 0.114 -1.685 -0.4993 1.3555 -0.5859
H 3.152 1.050 -0.127 0.6058 -1.3412 0.6852
H 1.073 -0.353 0.710 -0.2191 1.3738 0.6671
H 0.277 0.678 -2.110 0.0573 0.0886 0.0265
H -0.463 -0.711 -1.328 -0.1073 0.0633 -0.1198
H 1.039 2.686 -0.822 -0.0492 -0.1297 -0.0158
H 0.679 3.676 0.568 -0.0737 -0.1043 0.1338
H -1.586 4.158 -0.859 0.0262 0.2453 0.1604
H -0.118 5.150 -1.044 0.0331 0.0116 -0.0086
H -0.512 3.851 -2.189 0.0531 0.0865 -0.0432
H -2.222 -0.659 -0.064 0.2135 -0.1645 0.1467
H -1.544 0.116 1.429 -0.1543 0.0347 0.0932
C 1.477 -4.400 2.709 -0.0737 0.1184 0.0965
C 1.138 -3.434 1.602 0.0285 -0.0336 -0.0254
O 0.573 -2.388 1.825 -0.0583 0.0395 -0.0102
C 1.538 -3.835 0.203 -0.0746 0.1439 -0.0360
H 1.140 -3.998 3.661 -0.0002 0.0008 -0.0031
H 0.993 -5.361 2.528 0.0710 -0.0305 -0.0353
H 2.556 -4.562 2.745 -0.0077 -0.0708 -0.0462
H 1.055 -4.775 -0.070 0.0683 -0.0432 0.0222
H 2.618 -3.976 0.148 -0.0086 -0.0790 0.0082
H 1.242 -3.059 -0.500 0.0112 0.0035 0.0036

31
Properties=species:S:1:pos:R:3:forces:R:3 method="wB97M-V/def2-TZVPD" e_homo_ev=-8.423 orbital_gap_ev=9.153 max_force_ev_per_a=4.66 mol_weight_g_mol=210.4 lumo_energy_ha=0.0268 de_lowest_kj_mol=266.52 smiles="C/C=C1/C[C@@H]2C[C@H]1C(C)=C2[SiH2]O[SiH3]"
C 0.763 -0.050 0.244 1.2869 2.0225 -0.6915
C 0.000 -0.124 1.323 -0.7673 -4.0824 1.5448
C -0.213 1.966 -0.469 -0.3336 -0.8651 0.1725
C -0.529 2.257 -1.728 2.3952 0.0284 0.8433
C -1.150 1.805 0.735 -0.8503 0.7330 -0.8291
C 1.131 1.933 1.515 0.0452 -1.1640 -0.1641
C 1.105 1.430 0.080 2.3763 0.2206 -2.5313
C -0.235 1.266 1.839 0.1102 1.1277 0.2345
C 1.293 -1.030 -0.770 -0.6856 -1.2458 4.4374
C 0.465 2.303 -2.822 3.4981 0.4442 -0.2898
O -0.869 -3.245 1.416 0.4049 0.1503 -0.5117
Si -1.289 -4.412 0.333 0.5221 1.2554 1.8226
Si -0.677 -1.863 2.212 -1.6371 3.0349 -1.3591
H -1.457 2.525 -2.095 -2.2501 0.4332 0.0717
H -1.503 2.817 0.936 -0.5313 -0.0986 0.3280
H -1.973 1.081 0.515 0.4122 0.9259 0.2400
H 1.853 1.331 2.069 0.4042 0.5507 0.1037
H 1.271 3.010 1.630 -0.3245 -0.0908 0.1535
H 2.077 1.531 -0.615 -2.1499 0.2255 1.6849
H -0.553 1.477 2.870 -0.1992 -0.5841 -0.3790
H 1.475 -0.649 -1.732 -0.4601 0.1979 -1.3059
H 0.514 -1.787 -0.498 0.9409 -0.4822 -1.8415
H 2.259 -1.370 -0.319 -0.5377 -0.0081 -0.6544
H 0.036 1.898 -3.717 -0.0662 -0.3352 -0.6253
H 1.463 1.749 -2.594 -1.9007 0.5523 -0.3638
H 0.898 3.324 -3.115 -1.0804 -0.9525 0.5395
H -1.852 -3.627 -0.722 -0.1377 -0.1148 -1.2992
H -0.038 -5.150 0.277 0.0882 -0.5607 -0.7994
H -2.319 -5.066 1.081 -0.7277 -0.9944 -0.0279
H 0.280 -2.144 3.178 1.2081 -0.2399 1.5810
H -2.077 -1.517 2.753 0.9467 -0.0839 -0.0845

32
Properties=species:S:1:pos:R:3:forces:R:3 method="wB97M-V/def2-TZVPD" e_homo_ev="-0.740 / -3.912" orbital_gap_ev="4.607 / 7.625" max_force_ev_per_a=2.16 total_charge=-1 spin_multiplicity=3 mol_weight_g_mol=378.3 s_squared=2.014 lumo_energy_ha="0.1421 / 0.1365" de_lowest_kj_mol=0.00
C 1.726 -2.125 -0.572 -0.2896 -0.6878 0.1428
C 0.420 -2.354 -1.101 0.2827 -0.6669 0.8165
C -0.537 -2.284 -0.013 1.0854 -0.4025 0.2357
C 0.220 -1.990 1.202 0.5855 -0.9891 -0.7392
C 1.617 -1.904 0.829 -0.5537 -0.6003 -0.0101
Au -0.074 -0.065 -0.036 -0.7400 -0.1936 0.1125
N 0.568 1.975 0.083 0.7744 1.9455 0.5128
C 0.467 2.231 -1.340 0.4415 -0.4664 -0.6822
C -0.429 1.095 -1.782 -0.3147 0.5634 -0.6462
H -1.599 -2.546 -0.040 0.5015 0.2178 -0.0888
H 0.202 -2.661 -2.123 -0.0345 0.3228 0.2556
H -0.192 -2.007 2.216 0.2738 0.1585 -0.5179
H 2.453 -1.803 1.527 -0.3857 0.1724 -0.2974
H 2.662 -2.193 -1.136 -0.4593 0.2018 0.2279
H -0.091 0.608 -2.691 -0.3458 -0.0993 -0.2287
H 0.140 3.235 -1.670 -0.0764 0.0110 0.4299
H 1.542 2.018 0.351 0.2937 -0.0514 0.2388
H -1.495 1.331 -1.715 0.1289 -0.0896 -0.4733
H 1.452 2.055 -1.792 0.0099 0.2278 -0.3023
C -2.577 -0.085 2.304 -0.6159 0.2190 0.5377
Si -1.321 1.146 1.596 0.0617 -0.2177 -0.2394
C -2.254 2.586 0.814 -0.2964 0.3870 0.2409
C -0.253 1.724 3.034 0.0828 0.3370 0.2937
H -3.242 -0.477 1.521 0.1860 0.0946 0.1371
H -3.204 0.422 3.057 -0.1164 -0.2189 0.0277
H -2.089 -0.939 2.797 -0.0737 0.2491 -0.1632
H -2.883 3.084 1.571 -0.0172 -0.0088 -0.2089
H -1.541 3.324 0.415 -0.2463 -0.3261 0.1655
H -2.904 2.250 -0.009 0.1250 0.0496 0.2415
H -0.855 2.226 3.810 0.1426 -0.0793 -0.0444
H 0.278 0.881 3.500 -0.1687 0.1585 -0.1072
H 0.496 2.439 2.661 -0.2410 -0.2182 0.1325

43
Properties=species:S:1:pos:R:3:forces:R:3 method="wB97M-V/def2-TZVPD" e_homo_ev="-17.854 / -18.060" orbital_gap_ev="8.883 / 6.302" max_force_ev_per_a=0.36 total_charge=+3 spin_multiplicity=2 mol_weight_g_mol=579.6 s_squared=0.753 lumo_energy_ha="-0.3297 / -0.4321" de_lowest_kj_mol=24.62
Cd -0.429 0.016 0.502 -0.1644 -0.1086 -0.2996
Cl -1.331 -1.980 4.400 -0.0414 -0.1252 0.0588
Ge -0.688 -0.345 3.297 -0.1102 -0.0654 -0.0278
Cl 1.212 0.375 3.886 0.1146 0.0539 0.1026
Cl -2.144 1.209 3.166 -0.0213 0.0860 0.0450
N -2.759 -3.928 -0.920 -0.0327 0.0547 -0.0246
C -1.300 -4.271 -0.992 0.0346 -0.0268 0.0150
P -0.262 -2.887 -0.342 0.0253 -0.1464 -0.1349
O -0.180 -2.823 1.147 0.0291 0.0161 0.0754
O -0.778 -1.624 -1.010 0.0062 0.0331 0.1263
C 1.437 -3.333 -0.924 -0.0050 0.0608 -0.0461
N 2.386 -2.858 0.135 -0.0660 -0.0077 0.0229
H -3.093 -3.885 0.046 -0.0137 0.0107 0.0165
H -3.324 -4.632 -1.406 -0.0275 -0.0166 -0.0019
H -2.938 -3.021 -1.364 -0.0056 0.0160 0.0087
H -1.069 -4.447 -2.044 0.0625 0.0171 0.0265
H -1.146 -5.195 -0.435 0.0599 0.0480 0.0108
H 1.690 -2.846 -1.865 -0.0335 -0.0149 -0.0014
H 1.571 -4.409 -1.039 -0.0823 0.0007 0.0235
H 2.026 -3.140 1.057 0.0363 -0.0125 -0.0210
H 2.414 -1.822 0.139 0.0078 0.0008 0.0551
H 3.327 -3.234 0.003 0.0216 -0.0080 0.0036
N 0.972 4.529 -3.701 0.0687 -0.0319 -0.0775
C 0.170 4.094 -3.006 -0.0342 0.1234 0.0451
C -0.778 3.545 -2.083 -0.0059 -0.1810 0.0852
C -2.031 4.109 -1.849 0.0291 -0.0430 0.0144
C -2.863 3.501 -0.922 0.0342 -0.0538 0.0196
C -2.428 2.370 -0.257 -0.0913 0.0567 0.0242
N -1.219 1.827 -0.482 0.0169 0.0005 0.0592
C -0.417 2.402 -1.383 0.0461 0.0799 -0.1090
H -2.340 4.999 -2.381 0.0072 0.0124 -0.0108
H -3.844 3.902 -0.711 -0.0132 0.0004 0.0086
H -3.055 1.883 0.477 0.0017 0.0196 -0.0104
H 0.546 1.939 -1.566 -0.0105 0.0306 -0.0107
C 3.937 0.771 -0.484 -0.0225 -0.0288 0.0279
C 2.709 0.866 0.364 0.0482 0.1105 0.0782
N 2.577 1.922 1.140 0.0199 -0.0500 -0.0752
O 1.814 -0.039 0.312 0.1192 0.0574 -0.0475
H 4.818 1.136 0.040 -0.0046 0.0139 -0.0057
H 3.795 1.386 -1.376 0.0076 -0.0080 -0.0219
H 4.102 -0.254 -0.803 0.0141 0.0041 -0.0305
H 3.302 2.625 1.185 0.0019 -0.0001 -0.0098
H 1.817 1.999 1.799 -0.0267 0.0210 0.0132

41
Properties=species:S:1:pos:R:3:forces:R:3 method="wB97M-V/def2-TZVPD" e_homo_ev=-9.493 orbital_gap_ev=9.622 max_force_ev_per_a=0.54 mol_weight_g_mol=523.8 lumo_energy_ha=0.0047 smiles="ClC(Cl)(Cl)Cl.CN(C)C=O.ClCCCl.ClCCCl.ClCCCl"
Cl 4.600 -3.139 -1.083 -0.0288 0.0720 -0.0267
C 4.026 -1.806 -2.136 0.1754 0.1503 -0.0126
C 2.590 -1.989 -2.571 -0.0293 -0.1732 0.3460
Cl 2.484 -2.856 -4.119 -0.0890 -0.0079 -0.1966
H 4.701 -1.769 -2.986 -0.0383 -0.0276 -0.0546
H 4.143 -0.878 -1.582 -0.0696 -0.0720 0.1188
H 2.089 -1.027 -2.650 0.0717 0.0362 -0.2685
H 2.035 -2.587 -1.854 0.0209 0.0606 0.0938
Cl -0.793 -1.157 -2.572 0.0197 -0.0658 -0.1008
C -2.433 -1.257 -1.898 -0.0189 -0.3126 0.3308
C -3.308 -0.116 -2.332 -0.1235 -0.1476 -0.4724
Cl -2.661 1.463 -1.847 -0.0074 0.1573 0.1260
H -2.346 -1.309 -0.814 0.0789 0.1241 -0.0258
H -2.857 -2.203 -2.230 -0.0617 0.0614 -0.0985
H -4.305 -0.233 -1.912 0.0179 0.0487 0.1375
H -3.401 -0.104 -3.417 0.0395 0.0505 0.0370
Cl 5.023 1.592 -0.976 -0.3366 0.2396 -0.3466
C 6.090 0.922 0.257 0.2664 0.0407 0.3178
C 5.715 1.353 1.662 -0.0063 0.0030 -0.1929
Cl 5.657 3.127 1.842 0.0975 -0.0171 -0.0013
H 7.100 1.248 0.020 0.0076 -0.0126 -0.0268
H 6.030 -0.161 0.163 0.0530 -0.0594 0.1548
H 6.479 0.989 2.346 -0.0708 -0.0587 0.0833
H 4.737 0.984 1.949 -0.0113 -0.0723 0.0179
C -4.163 -0.764 2.013 -0.0879 0.0444 -0.3640
O -4.676 -1.800 2.379 0.0819 -0.0256 0.1801
N -4.725 0.465 2.068 0.3611 -0.1627 0.1905
C -5.936 0.690 2.807 -0.4037 -0.0431 0.2510
C -4.063 1.624 1.512 -0.4079 -0.1470 -0.0756
H -3.162 -0.731 1.538 -0.0575 -0.0346 0.0432
H -6.664 1.240 2.207 0.0157 -0.0045 -0.0035
H -5.730 1.260 3.720 0.0048 0.0637 -0.1031
H -6.364 -0.264 3.104 0.0208 -0.0474 -0.1058
H -4.128 2.442 2.228 0.2595 0.0868 0.0078
H -3.030 1.378 1.276 0.0679 0.1508 0.0038
H -4.577 1.927 0.597 0.1480 0.1471 -0.0239
C 1.163 0.692 0.646 0.0982 0.2011 0.1208
Cl 1.132 1.425 -0.955 0.0453 -0.0702 0.0543
Cl -0.336 -0.187 0.947 -0.1278 0.0130 0.0358
Cl 2.506 -0.446 0.787 0.0481 -0.1388 -0.0953
Cl 1.361 1.963 1.865 -0.0235 -0.0505 -0.0558

37
Properties=species:S:1:pos:R:3:forces:R:3 method="wB97M-V/def2-TZVPD" e_homo_ev=-8.814 orbital_gap_ev=9.066 max_force_ev_per_a=8.62 mol_weight_g_mol=316.8 lumo_energy_ha=0.0093 smiles="NC[C@H](O)C[C@]1(Cl)CC(=O)N[C@@]1(CCCF)[PH2]=S"
N 2.231 -1.321 1.426 0.1799 -0.1245 -0.8368
C 2.923 -1.591 0.118 0.2950 0.3728 0.1652
C 2.013 -1.364 -1.231 1.6672 -1.1248 -0.6606
O 2.146 0.050 -1.608 -0.3031 -1.3641 -2.1465
C 0.494 -1.949 -1.163 0.6456 -0.6877 -0.1360
C -0.721 -0.878 -1.310 -0.5248 -1.3453 0.0891
Cl -2.189 -2.050 -1.548 0.6262 0.0898 -0.0635
C -0.879 0.047 -2.664 -0.6531 1.6944 2.5325
C -2.300 0.809 -2.217 -3.3585 1.3759 -2.5010
O -3.209 1.324 -3.063 5.7503 -2.9512 5.7084
N -2.403 0.763 -0.682 0.3011 0.0959 -3.2325
C -1.251 -0.011 -0.003 -1.0096 3.2304 -1.8727
C -0.314 1.260 0.494 0.5294 0.5222 0.3334
C -0.596 1.754 2.030 1.6138 -0.0602 0.0686
C 0.516 2.958 2.355 0.0149 0.2478 0.6386
F 0.772 3.846 1.193 -0.7258 -1.8017 2.0442
P -2.277 -0.958 1.353 0.2363 -1.1620 0.1384
S -1.362 -2.509 2.084 0.3593 -0.1487 0.2051
H 2.000 -0.318 1.585 0.0824 -1.4050 -0.3799
H 1.439 -1.965 1.630 0.7330 1.0574 -0.2956
H 3.875 -0.872 0.081 -2.1974 -1.5230 -0.2298
H 3.348 -2.681 0.138 -1.0024 1.9342 -0.0842
H 2.570 -1.977 -2.092 -1.1749 1.1040 1.8689
H 2.263 0.023 -2.623 -0.3180 0.3427 2.5510
H 0.365 -2.730 -2.057 0.1911 1.9346 1.8733
H 0.422 -2.621 -0.180 -0.3441 1.7913 -2.0612
H -0.121 0.960 -2.555 -1.3034 -2.1237 -0.5932
H -0.871 -0.505 -3.704 -0.1677 1.1535 2.4394
H -2.692 1.650 -0.213 0.2769 -1.0492 -0.8473
H 0.836 1.082 0.391 -2.1894 0.0797 0.1339
H -0.576 2.176 -0.218 0.7100 -2.1245 1.4803
H -0.288 0.866 2.764 -0.8155 1.8854 -1.4457
H -1.699 2.073 2.255 2.1770 -0.4354 -0.5732
H 1.571 2.504 2.662 -2.3304 0.8809 -0.8887
H 0.157 3.668 3.242 0.7026 -1.5700 -2.0727
H -2.614 -0.104 2.489 0.1551 0.0360 -1.4406
H -3.577 -1.411 0.839 1.1711 1.1720 0.0914

37
Properties=species:S:1:pos:R:3:forces:R:3 method="wB97M-V/def2-TZVPD" e_homo_ev=-16.920 orbital_gap_ev=3.741 max_force_ev_per_a=5.94 total_charge=+3 mol_weight_g_mol=568.6 lumo_energy_ha=-0.4843
O -0.791 -2.856 2.758 -1.1556 0.3571 -2.4230
P -2.343 -2.378 2.154 0.7993 0.0891 2.5639
I -2.589 -3.734 0.063 0.4348 -0.1733 -0.1823
C -2.344 -0.499 1.710 -0.2130 1.0030 -2.0339
O -3.115 -0.548 0.456 2.0518 0.6446 1.2237
P -2.106 0.016 -0.876 -1.9441 -0.2752 -0.8145
O -0.643 -0.316 0.014 -0.9435 0.6861 1.7935
C -0.861 0.122 1.372 -0.0791 -0.7972 1.2978
C -0.750 1.680 1.764 -0.0260 0.0629 0.4048
C 0.655 2.371 1.429 -0.2243 0.8500 0.0269
C 1.058 2.346 -0.132 0.1503 0.6397 -0.0740
C 2.369 1.475 -0.423 -0.1809 1.0549 0.8453
N 2.134 0.328 -1.358 -0.3003 -3.0530 -1.9020
C 2.858 -0.905 -1.155 -1.7099 0.2136 -1.9110
C 2.529 -2.001 -2.221 -2.7355 5.2609 -0.4084
C 1.514 -1.255 -3.109 2.6412 -1.2257 3.0822
C 1.276 0.209 -2.505 1.3728 -1.9176 0.9824
H -0.094 -2.613 2.095 -0.2874 -0.1014 0.9072
H -2.939 0.156 2.448 0.8972 -1.5024 -0.6115
H -1.208 0.489 -1.955 1.2727 -0.0531 -0.6211
H -2.193 1.423 -0.568 0.5666 0.0503 0.0830
H -3.283 0.272 -1.701 0.0735 -0.3450 0.7181
H -2.044 -1.252 -1.589 0.5178 0.0181 0.1685
H -0.113 -0.402 2.060 -0.7669 0.6139 -0.9990
H -1.609 2.297 1.335 1.1651 -0.8303 0.4323
H -0.874 1.725 2.915 0.0852 -0.1898 -1.8206
H 0.542 3.490 1.703 0.0732 -1.8943 -0.2757
H 1.490 1.987 2.133 -1.2979 0.3839 -1.3067
H 1.301 3.420 -0.482 -0.4696 -1.7372 0.6565
H 0.151 2.017 -0.754 1.4463 0.3033 0.8561
H 2.731 1.039 0.574 -0.4734 0.4369 -1.6164
H 3.206 2.145 -0.824 -1.1945 -1.1109 0.3451
H 3.561 -0.887 -0.261 -0.8799 -0.3364 -1.4516
H 2.962 -3.049 -2.271 -0.6693 1.7490 -0.0565
H 1.044 -1.724 -4.042 0.6194 1.1647 1.5476
H 0.566 1.005 -2.910 1.5924 -1.0180 0.6052
Hf -2.048 -5.595 2.153 -0.2084 0.9788 -0.0322